No. 1
A molecular structure, C39H37F9OP2Pt. Source: the OMol25 dataset; level of theory: the ωB97M-V functional and the def2-TZVPD basis.

* HOMO-LUMO gap (spin up / spin down): 6.51 / 6.41 eV
* energy above the lowest of the compared OMol25 structures with the same formula, charge and spin: 1.043 eV
* LUMO level (spin up / spin down): -0.17 / -0.88 eV

The geometry in ORCA input format:
```
! wB97M-V def2-TZVPD RIJCOSX def2/J DEFGRID3
* xyz 0 3
Pt -0.19706 1.47993 -0.91789
C -1.97830 -2.43450 3.33549
C -0.86419 -1.62463 3.02438
C 0.52868 -2.21298 3.22243
C 1.12757 -2.70655 1.88337
C 0.10032 -3.24082 0.89799
C -0.90264 -4.10659 1.21791
C -1.20812 -4.74135 2.55279
C -2.11736 -3.78291 3.25699
C -1.77463 0.20698 -0.73632
H -2.83264 -1.89660 3.79100
H -0.92620 -0.59253 3.39276
H 0.57672 -3.03203 3.98863
H 1.22475 -1.43658 3.62674
H 1.51677 -1.81219 1.36144
H 1.98610 -3.38591 2.12409
H 0.30090 -2.96741 -0.14657
H -1.67371 -4.29620 0.46074
H -0.34419 -5.08597 3.18089
H -1.83067 -5.66413 2.43107
H -4.14796 -3.93278 2.49662
H -2.89238 -4.21619 3.88465
H -1.65173 0.08635 0.36323
H -1.37250 -0.67180 -1.22658
H -2.82382 0.31554 -0.97666
P 1.32143 3.50265 -0.72717
P 1.83272 1.85033 -2.87600
C 3.00496 2.76416 -0.70595
C 3.24318 1.93482 -1.73331
C 1.94310 5.31641 -0.40954
C 3.16628 5.69180 0.17771
C 3.46195 7.03815 0.45508
C 2.56583 8.04307 0.08498
C 1.38974 7.69525 -0.59143
C 1.10026 6.34959 -0.85279
C 1.08034 2.89718 0.93123
C 0.87128 1.43877 0.98866
C -0.11447 1.00221 1.91795
C -0.55769 1.84969 2.91182
C -0.05129 3.15922 3.03270
C 0.70849 3.71825 1.98842
C 2.90146 2.51366 -4.35380
C 3.31293 3.86748 -4.36964
C 4.12466 4.37882 -5.39574
C 4.56304 3.54195 -6.43297
C 4.18900 2.19381 -6.42352
C 3.37754 1.69107 -5.38888
C 1.92126 0.05835 -3.16117
C 0.90919 -0.39737 -4.02154
C 0.85556 -1.74002 -4.38166
C 1.80904 -2.63413 -3.88162
C 2.81034 -2.17977 -3.01952
C 2.86625 -0.83261 -2.64260
H 3.72261 3.05886 0.05837
H 4.21787 1.53477 -2.01734
H 3.92897 4.95276 0.42807
H 4.39684 7.30758 0.95695
H 2.78808 9.08988 0.30264
H 0.70241 8.47884 -0.91531
H 0.19830 6.09747 -1.41438
H 1.61186 0.72577 0.57429
H -0.36615 -0.04487 1.95624
H -1.23604 1.46229 3.66151
H -0.23840 3.72270 3.95841
H 1.06895 4.75657 1.98492
H 3.00910 4.54371 -3.56533
H 4.41857 5.43425 -5.39816
H 5.18349 3.93841 -7.24098
H 4.52671 1.52878 -7.22575
H 3.13156 0.62731 -5.40553
H 0.17756 0.32024 -4.40370
H 0.07292 -2.07881 -5.05930
H 1.76953 -3.68694 -4.16290
H 3.56136 -2.87251 -2.63712
H 3.65511 -0.48403 -1.97260
F -4.71954 -5.33782 4.77498
C -5.95542 -4.95549 4.31760
F -6.86039 -5.86543 4.75934
F -6.22933 -3.76577 4.90057
C -5.94461 -4.82602 2.74698
O -5.10591 -3.77459 2.30001
C -5.48417 -6.19537 2.12190
F -6.24613 -7.24530 2.52532
F -5.51663 -6.12858 0.76880
F -4.18093 -6.44191 2.48246
C -7.32257 -4.34357 2.19359
F -8.35790 -5.19643 2.42168
F -7.60677 -3.14210 2.75849
F -7.20101 -4.15560 0.85635
*
```

No. 2
A molecular structure, C28H24Cl2F3N2O3S2Zr. Source: the OMol25 dataset; level of theory: the ωB97M-V functional and the def2-TZVPD basis.

* HOMO-LUMO gap: 7.37 eV
* energy above the lowest of the compared OMol25 structures with the same formula, charge and spin: 0.000 eV
* LUMO level: -3.43 eV

The geometry in ORCA input format:
```
! wB97M-V def2-TZVPD RIJCOSX def2/J DEFGRID3
* xyz 1 1
Zr -0.12979 -0.36879 -0.28542
F 4.53776 -0.91024 4.20061
C 3.33583 -1.10650 3.64593
F 2.43797 -0.41810 4.36758
F 3.04251 -2.40957 3.76639
C 3.32417 -0.67112 2.20435
C 4.44991 -0.15342 1.59500
C 4.40427 0.24318 0.25968
C 3.21831 0.11211 -0.42681
N 2.13300 -0.41596 0.15603
C 2.16114 -0.80963 1.44131
S 0.61719 -1.43117 1.94498
H 5.36521 -0.05060 2.16206
H 5.27746 0.65089 -0.22666
H 3.10284 0.42209 -1.45704
C -3.62913 -2.22452 1.84912
C -3.35836 -1.20013 0.77536
O -2.02900 -0.62575 0.94046
H -4.61276 -2.66688 1.69399
H -3.63022 -1.76232 2.83817
H -2.88241 -3.01798 1.83170
H -4.07888 -0.38230 0.80548
H -3.35594 -1.62907 -0.22538
H -1.82827 -0.47184 1.87435
Cl -2.53473 1.06303 -1.60926
C -2.20995 2.60052 -2.39322
C -2.08804 2.59061 -3.76882
C -1.84761 3.78124 -4.42898
C -1.77056 4.95713 -3.70029
C -1.92302 4.95037 -2.32404
Cl -1.89958 6.47197 -1.50053
C -2.11671 3.75623 -1.60728
N -2.24850 3.71251 -0.22788
C -1.40009 4.44840 0.66681
C -2.00576 5.15006 1.69808
C -1.24105 5.85744 2.61106
C 0.13873 5.87580 2.48457
C 0.74451 5.16361 1.46185
C -0.00684 4.43271 0.55080
C 0.68208 3.61690 -0.50866
C 0.39875 2.14909 -0.41451
O 0.67341 1.36356 -1.37911
O -0.10821 1.62150 0.62847
H -2.17315 1.65676 -4.30631
H -1.73722 3.79674 -5.50345
H -1.61256 5.90604 -4.19329
H -2.50951 2.80473 0.12660
H -3.08613 5.15297 1.75548
H -1.72335 6.40638 3.40839
H 0.74346 6.43819 3.18272
H 1.82446 5.16599 1.37342
H 1.76805 3.72489 -0.43121
H 0.42942 3.92193 -1.52654
S -0.91316 -1.69212 -2.19082
C -0.20919 -2.95238 -1.15415
C -1.03020 -3.74981 -0.34542
C -0.46992 -4.67612 0.51114
C 0.91231 -4.81906 0.58274
C 1.73184 -4.05778 -0.23248
C 1.17769 -3.13161 -1.10729
H -2.10466 -3.64393 -0.41748
H -1.10680 -5.29424 1.13034
H 1.34188 -5.53898 1.26602
H 2.80618 -4.18254 -0.19679
H 1.81161 -2.55242 -1.76776
*
```

No. 3
4 unconnected molecules or ions with the total composition C2H14N2O3. Source: the OMol25 dataset; level of theory: the ωB97M-V functional and the def2-TZVPD basis.

* HOMO-LUMO gap (spin up / spin down): 3.10 / 9.82 eV
* energy above the lowest of the compared OMol25 structures with the same formula, charge and spin: 0.683 eV
* LUMO level (spin up / spin down): 3.88 / 3.63 eV

The geometry in ORCA input format:
```
! wB97M-V def2-TZVPD RIJCOSX def2/J DEFGRID3
* xyz -1 2
N -1.09948 1.08914 0.90882
C -0.46566 1.37009 -0.39388
C 1.04506 0.86772 -0.32329
N 1.28618 0.32407 -1.72079
H -1.87758 0.43298 0.83162
H -1.60629 1.86055 1.32439
H -0.68693 2.36870 -0.75227
H -0.98516 0.61723 -0.99031
H 1.73596 1.68058 0.00638
H 1.12158 0.04545 0.35206
H 0.80823 0.99235 -2.33280
H 2.27556 0.29840 -1.92605
H 0.13419 -1.29422 -2.42102
H -0.98682 -1.43320 -1.50406
O -0.83484 -1.45524 -2.46981
H -0.70441 -2.89342 0.22471
H 0.17602 -4.10056 0.71612
O -0.72338 -3.84190 0.44451
H 0.22208 1.54480 2.77409
H 1.71525 1.78971 3.05563
O 0.83536 2.11850 3.25709
*
```

No. 4
A molecular structure, C32H26KN6O4S. Source: the OMol25 dataset; level of theory: the ωB97M-V functional and the def2-TZVPD basis.

* HOMO-LUMO gap: 6.46 eV
* energy above the lowest of the compared OMol25 structures with the same formula, charge and spin: 0.000 eV
* LUMO level: 2.38 eV

The geometry in ORCA input format:
```
! wB97M-V def2-TZVPD RIJCOSX def2/J DEFGRID3
* xyz -1 1
K -1.70094 1.07405 0.21485
C 2.15784 3.61139 -3.78167
C 1.44088 4.78383 -3.56810
C 0.39992 4.81521 -2.65411
C 0.07182 3.66035 -1.94729
C 0.77461 2.48106 -2.17125
C 1.82151 2.46089 -3.08359
N -0.99101 3.58710 -0.98262
N -1.40714 4.68912 -0.60858
C -2.45936 4.67786 0.37962
C -3.10185 5.91977 0.43980
C -4.17200 6.08622 1.30000
C -4.53348 5.00995 2.10754
C -3.82431 3.81340 2.05100
C -2.74243 3.55780 1.18002
H 2.97204 3.59582 -4.49643
H 1.69562 5.67894 -4.12355
H -0.16660 5.71697 -2.47240
H 0.50616 1.57712 -1.63565
H 2.36595 1.53957 -3.24804
H -2.75184 6.73238 -0.18866
H -4.70703 7.02718 1.35086
H -5.37080 5.11221 2.79304
H -4.14295 3.03191 2.74195
C 3.46174 -3.57658 -2.16983
C 2.81321 -3.40987 -0.82228
C 1.52776 -3.88050 -0.57375
C 0.91209 -3.68401 0.64766
C 1.56439 -2.99634 1.67230
N 0.85789 -2.82815 2.87478
C 1.21130 -2.21924 4.05176
O 0.77310 -2.58509 5.12557
N 2.10695 -1.15092 3.98704
C 2.08623 -0.09899 3.03746
C 3.15614 0.78289 2.99466
C 3.13097 1.82904 2.08832
C 2.04747 1.94987 1.23548
N 1.02350 1.10040 1.25817
C 1.03619 0.10685 2.14122
C 2.86344 -2.54883 1.44933
C 3.46431 -2.75587 0.21498
H 2.97514 -4.36591 -2.74400
H 4.51869 -3.83215 -2.07512
H 3.39685 -2.65682 -2.75654
H 0.98318 -4.39643 -1.35798
H -0.09168 -4.05087 0.81989
H -0.01826 -3.33013 2.94603
H 2.35594 -0.86797 4.92211
H 3.99831 0.64378 3.66283
H 3.94832 2.53565 2.03421
H 1.99245 2.75456 0.51063
H 0.19410 -0.57144 2.10753
H 3.40976 -2.03698 2.22816
H 4.47261 -2.38531 0.06183
O -3.56597 -1.27359 0.99961
S -2.44767 -2.17777 0.84499
O -2.13615 -3.01072 1.98856
N -1.17183 -1.39072 0.30139
C -0.91146 -1.66021 -1.00226
O -0.12092 -1.05299 -1.71183
C -1.76115 -2.80193 -1.52169
C -1.70353 -3.41665 -2.75922
C -2.59689 -4.44884 -3.01757
C -3.53007 -4.84583 -2.06110
C -3.59237 -4.22117 -0.82087
C -2.69031 -3.20285 -0.58380
H -0.97540 -3.08621 -3.48945
H -2.57377 -4.95292 -3.97553
H -4.21608 -5.65166 -2.28948
H -4.31309 -4.52069 -0.07093
*
```

No. 5
A single C4H5ClN2S molecule. Source: the OMol25 dataset; level of theory: the ωB97M-V functional and the def2-TZVPD basis.

* HOMO-LUMO gap: 7.49 eV
* energy above the lowest of the compared OMol25 structures with the same formula, charge and spin: 3.482 eV
* LUMO level: -0.13 eV

The geometry in ORCA input format:
```
! wB97M-V def2-TZVPD RIJCOSX def2/J DEFGRID3
* xyz 0 1
C -0.84475 -0.70245 -0.09995
C -1.18374 -0.22598 -1.33128
C 0.84463 0.96560 -0.14476
C 0.81704 -0.42723 1.65228
N -0.73521 0.95356 -1.68072
N 0.26609 -0.02783 0.39372
S 1.75028 2.25975 -0.10321
Cl -2.33167 -0.86037 -2.55426
H -0.88054 -1.63576 0.33164
H 1.89057 -0.03516 1.65259
H 0.34716 -0.01916 2.69348
H 0.88442 -1.52972 1.84841
H -0.82428 1.28476 -2.65793
*
```

No. 6
5 unconnected molecules or ions with the total composition C2H13NO3S. Source: the OMol25 dataset; level of theory: the ωB97M-V functional and the def2-TZVPD basis.

* HOMO-LUMO gap: 6.43 eV
* energy above the lowest of the compared OMol25 structures with the same formula, charge and spin: 4.914 eV
* LUMO level: -2.07 eV

The geometry in ORCA input format:
```
! wB97M-V def2-TZVPD RIJCOSX def2/J DEFGRID3
* xyz 0 1
C -0.17024 -0.61595 1.00226
C -0.23928 -0.92639 -0.52447
S -0.38984 0.61118 -1.52846
N -1.31183 -1.02280 1.80547
H -0.00153 0.49433 1.12483
H 0.67914 -1.18030 1.39872
H -1.12626 -1.63263 -0.69694
H 0.54862 -1.52040 -1.00553
H 0.14496 1.38018 1.01189
H -2.08276 -0.64323 1.31861
H -1.32791 -1.99610 1.94887
H 3.18861 -1.12894 -0.09510
H 2.57266 0.26466 -0.24940
O 2.65176 -0.48247 0.36492
H -3.82783 0.90488 -0.59610
H -2.45939 0.57409 -0.92395
O -3.12935 0.33570 -0.32941
H 2.54509 2.76777 -1.70528
H 1.46543 1.67919 -1.34949
O 2.26996 2.13723 -0.97143
*
```

Question: Which formula does entry 6 have?
Answer: C2H13NO3S

Copy entry 5 word for word.
A single C4H5ClN2S molecule. Source: the OMol25 dataset; level of theory: the ωB97M-V functional and the def2-TZVPD basis.

* HOMO-LUMO gap: 7.49 eV
* energy above the lowest of the compared OMol25 structures with the same formula, charge and spin: 3.482 eV
* LUMO level: -0.13 eV

The geometry in ORCA input format:
```
! wB97M-V def2-TZVPD RIJCOSX def2/J DEFGRID3
* xyz 0 1
C -0.84475 -0.70245 -0.09995
C -1.18374 -0.22598 -1.33128
C 0.84463 0.96560 -0.14476
C 0.81704 -0.42723 1.65228
N -0.73521 0.95356 -1.68072
N 0.26609 -0.02783 0.39372
S 1.75028 2.25975 -0.10321
Cl -2.33167 -0.86037 -2.55426
H -0.88054 -1.63576 0.33164
H 1.89057 -0.03516 1.65259
H 0.34716 -0.01916 2.69348
H 0.88442 -1.52972 1.84841
H -0.82428 1.28476 -2.65793
*
```

Question: What is the energy above the lowest of the compared OMol25 structures with the same formula, charge and spin in the fifth record?
Answer: 3.482 eV